C4H8O2 | ωB97M-V with the def2-TZVPD basis set

Positions of all 14 atoms, in Å:
O (1.70579, 1.50639, -1.06505)
C (0.36787, 1.48095, -0.60692)
C (0.23681, 0.24560, 0.25256)
C (-1.05273, -0.39255, 0.78682)
C (-0.41971, -1.68039, 0.24037)
O (0.51234, -0.92523, -0.54867)
H (1.88916, 0.61039, -1.38597)
H (0.20627, 2.39287, -0.02186)
H (-0.34365, 1.47210, -1.44538)
H (0.99940, 0.33854, 1.03944)
H (-1.21963, -0.33192, 1.86456)
H (-1.95996, -0.10403, 0.24857)
H (-1.03363, -2.35286, -0.36607)
H (0.11168, -2.25987, 1.00760)

Output
- Kohn-Sham gap: 0.401 hartree

Here are the Mulliken charges for atoms 1 to 4, given in e: -0.5139 -0.5863 0.2890 -0.5088